1.
DFT (the ωB97M-V functional and the def2-TZVPD basis) results for a 11-piece molecular cluster, C27H41BClN14O3 overall.

Output
HOMO ... -12.65 eV
Lowest unoccupied orbital energy ... -0.1631 hartree
Frontier orbital gap ... 8.21 eV
Net charge ... +1

```
87
Properties=species:S:1:pos:R:3:lowdin_charge:R:1
H 2.37 -3.52 -5.22 0.088
C -1.09 -1.38 0.46 -0.255
H 4.85 2.95 1.80 0.094
H 4.38 1.65 -4.51 0.080
C -6.24 2.65 1.86 -0.055
N 5.03 -0.89 2.43 0.139
H 2.59 3.51 0.00 0.126
C 4.53 2.57 -3.93 -0.062
N -2.13 0.70 -5.51 0.141
C 5.01 2.29 -2.58 -0.240
H -0.53 -2.85 6.48 0.088
C 0.47 -3.79 4.85 -0.278
H 3.37 -2.90 0.59 0.063
H 0.21 -5.68 -3.99 0.085
C -1.16 0.92 1.21 0.075
H -7.31 2.42 1.76 0.089
H 0.58 -1.11 -0.97 0.103
C -3.47 -6.18 -8.42 -0.093
C -2.14 0.33 -4.42 -0.267
H 3.49 -4.33 -4.12 0.092
N 1.08 3.50 6.69 0.110
C -2.45 -3.31 1.22 -0.096
H 3.20 3.74 2.33 0.075
H 3.98 -2.85 -4.95 0.093
H -2.94 1.48 3.02 0.090
N 1.13 -4.63 4.41 0.125
H 2.35 0.31 0.58 0.134
H -0.14 6.35 7.45 0.085
N -0.06 -0.65 -0.28 0.175
C 1.92 1.39 0.65 -0.146
C -2.97 -3.98 2.24 0.150
O -2.69 2.42 2.80 0.099
C 3.53 -2.90 1.67 -0.077
C 3.04 2.53 0.45 -0.198
H 0.08 -1.74 5.26 0.082
B -1.51 2.35 1.94 -0.397
C -0.74 -5.15 -3.84 -0.091
C 0.95 4.64 6.79 -0.280
H -6.12 3.19 2.80 0.089
C -0.37 -2.72 5.40 -0.072
H 3.88 2.08 -0.22 0.044
N -1.76 -0.41 1.36 0.155
O 0.76 1.53 -0.28 -0.049
C -0.88 6.41 2.96 -0.078
H -5.99 3.34 1.05 0.086
Cl -0.49 -3.65 -0.80 0.782
C -5.42 1.44 1.82 -0.254
C 4.37 -1.78 2.09 -0.274
C 3.70 2.79 1.92 -0.106
H 3.57 3.09 -3.92 0.083
H -0.53 -4.32 -3.16 -0.018
N -1.39 -2.70 0.36 -0.438
N 0.64 8.41 3.72 0.136
H -0.95 3.86 0.81 0.131
C 2.62 -2.54 -3.35 -0.241
H 3.46 1.94 2.67 0.075
H -3.12 -5.58 -9.26 0.083
N -4.77 0.49 1.79 0.135
N -5.80 -7.28 -8.95 0.121
N 5.38 2.07 -1.51 0.139
H 0.72 6.58 5.93 0.049
H 1.61 6.55 7.45 0.088
H -1.36 -2.70 4.93 0.067
N -0.13 0.61 0.20 -0.144
H -2.71 -6.94 -8.22 0.078
C 3.14 -3.35 -4.46 -0.048
H -3.52 -5.53 -7.55 0.043
H -2.62 -1.14 -2.96 0.081
H -2.71 0.52 -2.38 0.082
C -1.30 -4.68 -5.11 -0.250
H -1.14 -0.24 -2.63 0.047
C -0.03 7.53 3.38 -0.276
C -2.15 -0.15 -3.04 -0.080
C 0.78 6.09 6.91 -0.067
H -1.41 -5.83 -3.33 0.089
H -1.87 6.46 3.44 0.089
N 2.20 -1.91 -2.48 0.133
O -0.73 3.56 1.73 0.077
H -1.04 6.41 1.88 0.077
C -4.77 -6.80 -8.72 -0.279
H 5.23 3.19 -4.49 0.088
H 3.99 -3.86 1.93 0.088
H -0.44 5.45 3.23 0.063
H -3.40 -4.64 3.09 0.094
H 2.55 -2.88 2.14 0.060
N -1.74 -4.32 -6.11 0.152
H 1.53 1.49 1.74 0.127
```

---

2.
DFT (the ωB97M-V functional and the def2-TZVPD basis) results for C27H41BeBr2ClCsF3InLiMgN2NaO9P as an isolated structure.

Output
HOMO ... -10.64 eV
Lowest unoccupied orbital energy ... -0.3208 hartree
Frontier orbital gap ... 1.91 eV
Relative energy (zero: lowest compared OMol25 entry of this formula, charge and spin) ... 113.9 kcal per mole
Net charge ... +2

```
92
Properties=species:S:1:pos:R:3:lowdin_charge:R:1
H 2.54 2.17 -1.63 0.077
H 4.11 -7.56 1.20 0.081
C -4.24 4.39 2.70 -0.322
C -2.42 -2.54 5.21 0.044
C -3.21 -2.68 6.46 -0.377
H 1.99 -0.71 -0.39 0.044
C 0.84 1.69 -4.29 -0.199
H -2.12 -4.55 0.23 0.177
H 0.06 1.43 -5.09 -0.006
H 0.41 0.35 -0.35 0.034
F -0.72 5.25 -1.94 -0.002
C -5.18 6.53 3.42 -0.038
Mg 7.98 1.48 -3.27 0.788
C -2.00 -1.34 4.80 0.018
C -3.09 -0.25 6.80 0.018
O -3.46 -2.83 -0.41 -0.103
H -3.43 -0.42 -1.99 0.114
N -4.54 5.26 3.69 -0.188
H 5.45 -1.90 -0.88 0.083
H 5.22 -7.11 -0.11 0.074
H 1.20 3.48 -3.00 0.125
H 3.47 -2.12 -3.27 0.062
O 3.47 -2.47 2.56 -0.197
H -1.87 -0.86 -1.10 0.101
O -3.70 3.29 2.85 -0.040
H -2.21 -3.45 4.67 0.132
C 2.85 1.94 0.60 -0.053
O 1.77 -4.32 2.63 -0.162
H -3.14 4.74 5.14 0.095
C -3.51 -1.44 7.22 0.035
O 1.04 -1.94 2.88 -0.259
Br -0.43 4.96 -4.97 0.773
C 6.31 -1.72 -1.61 -0.094
H -4.09 -1.57 8.13 0.129
C -3.08 -2.62 -1.80 -0.190
P 2.03 -2.88 2.18 -0.119
C -2.33 -3.42 0.27 -0.213
H -1.56 0.20 -3.59 0.077
C 5.96 -0.70 -2.81 -0.307
H 1.85 1.98 -4.78 0.072
C -1.73 -0.93 -3.42 -0.256
O -3.60 -3.76 6.84 0.130
Be 1.12 -3.35 -5.50 0.361
F -2.84 4.97 -2.95 -0.009
C 3.97 -5.53 0.57 -0.184
C 0.32 2.77 -3.22 -0.288
H -4.53 7.34 3.78 0.098
F -1.98 2.71 -4.34 -0.293
Na -2.44 1.50 1.22 0.499
H -0.39 -2.42 -2.45 0.054
O -1.91 0.98 5.17 0.052
H 4.00 2.04 0.67 0.083
H 3.49 -7.34 -0.45 0.072
Br -2.29 3.17 -0.94 0.892
H -4.73 3.98 5.32 0.100
H -2.29 -3.37 -2.11 0.117
H -3.30 0.66 7.34 0.121
H 4.31 0.91 -2.98 0.094
H 6.62 0.26 -2.66 -0.168
H -4.52 4.75 1.70 0.135
H 6.25 -1.11 -3.83 0.114
H -0.22 -2.37 -4.29 -0.165
H 0.10 2.21 -2.25 0.058
C -0.32 -1.72 -3.35 -0.305
O 1.85 -2.76 0.67 -0.246
H 6.54 -2.73 -2.09 0.089
C 1.44 0.21 -0.83 -0.222
H -1.42 -1.22 3.89 0.098
Li 2.04 2.17 3.27 0.878
Cl -1.47 2.77 -6.41 0.210
H 4.11 -0.40 -1.61 0.095
C -1.01 3.53 -3.66 -0.693
O -1.47 -2.74 0.90 0.045
C 4.44 -0.20 -2.70 -0.300
C -2.51 -1.11 -2.02 -0.176
N 3.78 -4.39 0.80 0.123
H -2.42 -1.27 -4.27 0.107
Cs -1.32 -4.43 -6.49 0.761
C 3.41 -1.04 -3.62 -0.225
C -2.30 -0.11 5.56 -0.389
H -3.97 -2.71 -2.52 0.139
C 2.32 1.56 -0.69 -0.234
H 2.15 2.08 1.49 -0.034
C 4.21 -6.98 0.28 -0.060
H 3.65 -0.94 -4.74 0.049
H -4.52 5.70 5.74 0.097
H -6.13 6.57 3.96 0.100
H 7.18 -1.31 -0.99 0.079
In 1.33 -0.21 -3.09 0.773
H -5.36 6.67 2.36 0.090
C -4.22 4.90 5.06 -0.025
C -1.67 4.33 -2.43 -0.722
```

---

3.
DFT (the ωB97M-V functional and the def2-TZVPD basis) results for an isolated ion of composition C27H41BrClFNO7S and charge -1.

Output
HOMO ... -4.81 eV
Lowest unoccupied orbital energy ... 0.0867 hartree
Frontier orbital gap ... 7.17 eV
Relative energy (zero: lowest compared OMol25 entry of this formula, charge and spin) ... 0.0 kcal per mole
Net charge ... -1

```
80
Properties=species:S:1:pos:R:3:lowdin_charge:R:1
C 1.27 0.18 0.80 -0.578
O 6.18 0.46 1.14 -0.242
S 4.86 0.53 1.64 0.644
C 3.11 0.67 -0.57 -0.351
F 4.88 -0.26 3.05 -0.182
C -0.65 -1.49 -2.10 -0.197
H 2.73 2.80 -2.85 0.116
H 0.88 4.01 1.31 0.097
H -5.87 -2.54 -1.26 0.120
C -4.34 -2.57 1.66 -0.101
C -0.02 -0.39 0.21 -0.159
O -4.68 -3.05 0.37 -0.194
H -3.32 -2.87 1.91 0.072
C 2.29 -1.93 2.30 -0.292
H 1.02 -2.05 -0.80 0.090
O 1.96 1.18 0.10 -0.093
C 1.18 -2.94 1.92 -0.210
C 0.01 -1.63 -0.72 -0.176
H -4.26 2.15 0.52 0.096
H -0.79 2.54 -2.55 0.108
H 2.19 -0.90 -1.92 0.062
H -0.81 -2.52 -2.47 0.114
C -4.28 -1.12 -1.02 -0.188
H -0.18 -1.56 2.84 0.051
H -4.37 -1.47 1.72 0.085
C -0.42 3.34 -1.90 -0.160
H -4.71 -0.32 -1.64 0.120
H -0.47 0.44 -0.36 0.095
C -3.29 2.64 0.51 -0.115
C -2.50 2.68 -0.61 -0.072
C -2.87 3.23 1.68 -0.100
H 1.39 0.59 -3.64 0.114
O 4.35 1.81 1.95 -0.205
Br 4.37 -1.83 -0.53 0.920
H -2.89 2.19 -1.50 0.106
H 0.46 0.84 -2.19 0.071
H -1.04 -2.76 1.81 0.041
C 3.60 -2.77 2.49 -0.108
H -0.74 -0.55 1.01 0.077
H 3.68 -3.10 3.53 0.084
O 4.10 2.89 -0.81 -0.020
H -5.05 -2.97 2.40 0.088
C 1.46 0.98 -2.61 -0.156
C 2.56 0.13 -1.93 -0.152
C 2.43 -0.59 1.51 -0.249
H 1.39 4.17 -1.59 0.110
H 4.52 -2.30 2.13 0.018
H 2.03 -1.63 3.32 0.133
H -3.63 -2.11 -2.87 0.109
C 3.66 -0.37 0.54 -0.609
N 1.02 3.23 -1.65 -0.047
H 1.46 -3.86 2.46 0.097
H -0.04 -1.02 -2.87 0.082
H -0.56 -2.42 -0.21 0.088
O 5.22 1.16 -1.61 -0.038
H -3.44 3.23 2.60 0.100
C -5.34 -2.08 -0.42 -0.234
C 4.23 1.66 -1.04 -0.713
H 3.50 -3.69 1.91 0.063
H -0.39 -3.17 3.45 0.073
Cl 0.59 1.23 2.22 0.718
C -2.05 -0.83 -2.11 -0.196
C -0.85 3.87 0.56 -0.299
H -1.25 4.30 2.61 0.120
H -2.20 -0.43 -3.12 0.111
H 1.18 2.83 -3.67 0.104
H 1.15 -3.26 0.88 0.094
H -0.64 4.30 -2.40 0.128
O 0.38 4.51 0.65 0.030
C -1.63 3.83 1.70 -0.058
C -1.26 3.29 -0.63 -0.142
C -0.22 -2.61 2.52 -0.089
C 1.69 2.50 -2.73 -0.203
H 3.40 0.11 -2.63 0.110
C -3.23 -1.84 -1.89 -0.177
H -2.82 -2.72 -1.39 0.103
H -6.03 -1.47 0.18 0.116
H -3.75 -0.63 -0.19 0.093
H -2.16 0.02 -1.43 0.067
H 2.66 0.11 2.31 0.063
```

---

4.
DFT (the ωB97M-V functional and the def2-TZVPD basis) results for C27H41CaCl2N9O5P2S as an isolated structure.

Output
HOMO ... -6.89 eV
Lowest unoccupied orbital energy ... 0.0093 hartree
Frontier orbital gap ... 7.15 eV
Relative energy (zero: lowest compared OMol25 entry of this formula, charge and spin) ... 11.2 kcal per mole
Net charge ... 0

```
88
Properties=species:S:1:pos:R:3:lowdin_charge:R:1
C -1.38 -3.51 -2.05 -0.095
H 2.72 -1.91 -4.54 0.072
C 1.93 0.89 2.75 -0.220
C -5.79 -0.37 2.41 -0.036
C 1.70 -0.44 4.75 -0.062
H -4.16 -2.34 0.20 0.095
H 4.20 4.76 -1.07 0.088
H 1.53 -1.72 1.84 0.075
H -6.01 1.92 3.88 0.117
C 1.99 -1.12 -4.64 -0.101
H 1.37 1.67 -2.83 0.022
H -2.54 -0.47 0.32 0.060
C -5.54 -1.45 1.61 -0.081
C -2.27 -1.25 -2.34 -0.095
H 3.58 0.23 3.97 0.102
H 5.36 -1.72 -1.02 0.088
H 5.59 -1.79 -2.78 0.084
H 4.53 1.37 0.68 0.064
C -2.00 3.88 2.48 -0.633
N -2.77 1.67 1.74 0.102
C -3.30 3.00 -2.93 -0.976
H -0.76 -4.12 -1.40 0.078
N 0.15 -2.60 0.48 -0.275
H 4.98 -0.31 -2.02 0.082
C -4.19 2.85 3.28 0.016
H -2.23 -0.24 -1.93 0.033
C 1.46 -2.55 1.13 -0.064
C -4.88 0.71 2.49 -0.155
N 2.97 3.17 0.20 -0.030
C 2.41 3.85 -0.78 -0.884
H 2.92 5.30 -2.11 0.065
C 2.75 1.62 1.77 -0.300
P 2.39 -0.74 -2.02 0.467
N 2.15 2.43 0.96 -0.068
H -1.03 -2.08 2.17 0.076
H 4.09 -3.76 -2.89 0.086
H 2.17 -0.59 -5.57 0.087
H 1.45 1.51 -4.59 0.091
S 0.78 3.89 -1.33 0.505
N 3.58 -1.87 -2.15 -0.308
H -3.92 2.26 -3.42 0.024
O -1.08 3.75 1.63 -0.234
H 2.15 -0.95 5.59 0.109
Ca -0.21 2.08 0.56 1.136
H -6.70 -0.33 3.00 0.113
H -1.24 0.34 3.31 0.100
H -2.38 -3.93 -2.07 0.087
H -1.88 -2.95 0.89 0.062
H -3.82 3.95 -2.84 0.029
H 4.75 2.33 2.12 0.087
N 0.59 0.90 2.60 0.039
H 3.66 -3.74 -1.17 0.083
C -4.35 -1.49 0.85 -0.083
H -1.94 -1.22 -3.38 0.086
H -0.73 -3.81 1.93 0.091
H 1.61 -3.48 1.67 0.093
C 0.33 -0.42 4.58 -0.061
C 2.51 0.22 3.83 -0.017
C -0.93 -2.87 1.42 -0.084
H 2.40 -3.58 -2.40 0.074
C -3.45 -0.46 0.90 -0.039
O 2.59 0.30 -1.02 -0.224
C -0.17 0.28 3.49 -0.138
C -5.11 1.85 3.29 0.002
O -0.43 -0.11 -0.35 -0.379
H -6.24 -2.27 1.56 0.101
O 1.12 -1.72 -1.67 -0.261
H -4.29 3.76 3.87 0.117
C 3.42 -3.31 -2.15 -0.107
N -1.43 -2.14 -1.54 -0.291
H 2.25 -2.44 0.39 0.064
H -0.97 -3.55 -3.06 0.084
N 2.10 -0.18 -3.54 -0.290
H -0.34 -0.90 5.27 0.105
H 0.99 -1.57 -4.69 0.081
Cl -1.85 3.25 -3.90 0.529
Cl -2.95 2.43 -1.29 0.600
C 1.22 0.98 -3.66 -0.105
H 4.58 0.56 2.26 0.059
C -3.69 0.66 1.73 -0.226
O -2.20 4.78 3.29 0.036
H 0.16 0.69 -3.70 0.069
P -0.16 -1.52 -0.73 0.476
C -3.03 2.73 2.48 -0.172
H -3.31 -1.60 -2.31 0.088
C 4.24 1.45 1.72 -0.043
N 3.29 4.60 -1.49 0.050
C 4.95 -1.40 -1.98 -0.089
```

---

5.
DFT (the ωB97M-V functional and the def2-TZVPD basis) results for C27H41Cl3N3O3PbSi as an isolated structure.

Output
HOMO ... -4.24 eV
Lowest unoccupied orbital energy ... 0.0675 hartree
Frontier orbital gap ... 6.07 eV
Relative energy (zero: lowest compared OMol25 entry of this formula, charge and spin) ... 25.5 kcal per mole
Net charge ... -1

```
79
Properties=species:S:1:pos:R:3:lowdin_charge:R:1
H -3.73 0.91 -3.98 0.082
C 1.61 -5.17 0.97 -0.218
C -1.01 4.28 1.86 -0.042
H -1.64 -4.80 -0.06 -0.004
C 1.06 -0.74 7.91 -0.075
C -0.05 -1.21 4.39 -0.129
H -3.62 2.06 -2.61 0.084
H 1.37 -5.53 1.98 0.029
H 1.99 -0.76 8.48 0.103
H 1.55 5.25 2.50 0.081
N -2.95 0.13 -2.20 -0.187
H 0.88 6.44 -2.10 0.089
Cl 2.76 -0.27 0.27 -0.225
C -3.12 1.23 -3.13 -0.067
H 3.07 5.22 -2.09 0.093
H 1.50 -4.08 0.94 -0.003
H 1.29 1.46 -6.57 0.070
H 0.00 2.29 -4.30 0.095
H -1.51 -6.11 1.15 0.028
C -1.32 -0.70 6.42 -0.025
C -1.31 -5.84 0.10 -0.224
H -1.89 -6.51 -0.54 0.026
H -1.65 3.40 1.97 0.085
C 2.13 4.67 -2.03 -0.109
C 1.39 4.83 1.50 -0.056
Pb 0.20 -0.89 0.52 0.870
H 2.04 -1.18 6.02 0.126
C -0.27 3.25 -1.85 -0.050
H -1.40 4.93 1.07 0.083
H -2.23 -0.68 5.82 0.124
C -0.17 -0.48 8.55 -0.083
Cl 1.01 -5.38 -2.19 0.234
C 1.09 -0.98 6.54 -0.029
H -1.19 2.66 -1.76 0.094
H 1.94 -8.01 -0.79 0.019
C 0.95 1.04 -2.15 -0.508
C 2.14 3.27 -1.97 -0.031
H 1.12 5.66 0.83 0.079
H -1.26 5.15 -1.87 0.095
H 1.71 -1.00 -4.87 0.061
H -2.74 -1.94 -2.04 0.063
H 2.63 -0.77 -3.35 0.089
O -0.09 0.45 -1.53 -0.370
C 0.44 1.01 -6.02 -0.120
H -2.97 1.43 -0.60 0.133
H 2.66 -5.43 0.77 0.032
H 2.31 4.36 1.14 0.090
N -0.02 -1.43 3.24 0.105
C 0.91 5.35 -2.02 -0.137
H -0.98 4.86 2.79 0.083
C 1.03 0.59 -3.61 -0.230
C -0.09 -0.96 5.80 -0.227
C 1.63 -0.75 -3.80 -0.046
H 0.46 -0.07 -6.22 0.060
Cl -0.03 -2.76 -1.19 -0.111
C 0.93 -7.88 -0.38 -0.246
C -1.35 -0.45 7.80 -0.081
C 0.57 2.53 1.29 -0.316
N 0.33 3.83 1.52 -0.180
H -1.56 -1.15 -3.12 0.067
O -0.32 1.65 1.29 -0.148
H 1.89 0.65 -1.71 0.018
C 0.94 2.57 -1.97 -0.172
C -2.61 -1.15 -2.78 -0.067
H 1.63 2.29 1.08 0.109
H 0.21 -8.36 -1.06 0.023
H -0.47 1.42 -6.48 0.061
Si 0.52 -6.03 -0.26 0.086
C 0.47 1.34 -4.57 -0.135
H -3.26 -1.32 -3.65 0.079
H -0.19 -0.30 9.62 0.102
C -2.87 0.35 -0.87 -0.351
H -2.15 1.58 -3.52 0.071
H 3.07 2.69 -2.00 0.120
O -2.70 -0.52 -0.01 -0.098
C -0.29 4.64 -1.90 -0.099
H -2.31 -0.25 8.28 0.104
H 1.04 -1.52 -3.28 0.031
H 0.88 -8.39 0.59 0.022
```